1.
{"formula": "C2H6BNO2", "method": "ωB97M-V/def2-TZVPD", "species": ["B", "C", "C", "N", "O", "O", "H", "H", "H", "H", "H", "H"], "positions_angstrom": [[-1.18135, 0.13786, 0.28948], [1.99928, 0.00078, -0.40365], [-0.17140, -0.19600, -0.95163], [2.40818, -0.15804, 0.72461], [-1.82929, -0.88509, 0.92289], [-1.67179, 1.39844, 0.39765], [2.50061, -0.04679, -1.40585], [-0.25853, 0.62537, -1.78545], [-0.14193, -1.21242, -1.26685], [3.38987, -0.33673, 1.12337], [-2.54190, -0.52789, 1.49517], [-2.50175, 1.20053, 0.86026]], "forces_ev_per_a": [[1.2744, -0.9784, -2.8455], [-2.3148, -1.0224, -2.4570], [2.0501, 3.2324, 1.3004], [1.0890, -0.4093, 2.4178], [-0.5167, -0.0134, 0.9130], [-0.5992, 0.2206, 0.6289], [-0.2546, 0.3175, 0.8004], [0.2694, -1.8770, 1.5169], [0.0943, -0.5918, -0.4316], [-1.7414, 0.6361, -1.6011], [0.6306, -0.7367, -0.2482], [0.0188, 1.2224, 0.0059]], "mulliken_charge": [0.563, -0.024, -0.800, -0.423, -0.491, -0.476, 0.297, 0.239, 0.363, 0.257, 0.255, 0.241], "total_charge": 0, "homo_lumo_gap_ha": 0.31226}

---

2.
{"formula": "C2H13N2O3", "method": "ωB97M-V/def2-TZVPD", "species": ["C", "C", "N", "N", "H", "H", "H", "H", "H", "H", "H", "H", "H", "O", "H", "H", "O", "H", "H", "O"], "positions_angstrom": [[0.36113, -0.77289, -0.18391], [1.40009, -0.77987, -1.06453], [1.89221, -1.91610, -1.63595], [-0.27423, 0.41528, 0.32490], [-0.11503, -1.64664, 0.25871], [1.91876, 0.10652, -1.42689], [2.86724, -2.16845, -1.43766], [1.26504, -2.70850, -1.47689], [-1.31869, 0.26665, 0.32994], [0.00107, 1.25189, -0.27869], [0.03234, 0.60205, 1.32382], [-3.60495, 0.15706, -0.19223], [-3.04185, -1.20595, -0.42828], [-2.91486, -0.42477, 0.12294], [0.93982, 0.54457, 3.54164], [-0.31069, -0.31918, 3.48564], [0.36802, 0.08318, 2.92462], [-0.38416, 3.16468, -0.98736], [0.50010, 2.69696, -2.08703], [0.41862, 2.65351, -1.11278]], "forces_ev_per_a": [[-1.9533, 0.1611, 1.0695], [1.7219, -0.3881, -1.9438], [-1.4560, -0.0409, 2.7462], [1.1149, 0.5044, -0.9270], [0.4435, -0.3213, -0.4313], [-0.0117, 0.2639, 0.7059], [0.2681, 0.4334, -1.2153], [0.3813, -0.2808, -0.2994], [-0.1365, -0.2010, -0.1005], [-0.2301, 0.0155, 0.2207], [-0.1173, -0.4260, 0.3194], [-0.4959, 0.5207, 0.0893], [-0.0304, -0.2441, 0.1192], [0.6106, -0.1763, -0.2017], [0.3124, 0.2186, 0.1710], [0.0070, 0.0302, -0.0680], [-0.3000, -0.1271, -0.2138], [-0.2387, 0.5684, 0.3547], [0.3333, -0.0546, 0.4631], [-0.2229, -0.4561, -0.8583]], "mulliken_charge": [-0.182, -0.125, -0.226, -0.092, 0.360, 0.413, 0.354, 0.314, 0.395, 0.348, 0.462, 0.349, 0.339, -0.697, 0.322, 0.327, -0.660, 0.352, 0.368, -0.721], "s2": 0.771, "total_charge": 2, "homo_lumo_gap_ha": [0.41764, 0.27436], "spin_multiplicity": 2}

---

3.
{"formula": "C11H20Cl14", "method": "ωB97M-V/def2-TZVPD", "species": ["Cl", "C", "Cl", "Cl", "Cl", "Cl", "C", "C", "Cl", "H", "H", "H", "H", "Cl", "C", "C", "Cl", "H", "H", "H", "H", "Cl", "C", "C", "Cl", "H", "H", "H", "H", "Cl", "C", "C", "Cl", "H", "H", "H", "H", "Cl", "C", "C", "Cl", "H", "H", "H", "H"], "positions_angstrom": [[2.56477, -21.67941, 4.33533], [3.06275, -20.67132, 2.98690], [1.85570, -20.77828, 1.68628], [3.16732, -18.97063, 3.51424], [4.63844, -21.19458, 2.42450], [3.31003, -25.36308, 1.95077], [2.79728, -25.04948, 3.60971], [2.87040, -26.28347, 4.51040], [1.69170, -27.50935, 4.01607], [1.76025, -24.71895, 3.59349], [3.42478, -24.26712, 4.02576], [2.63036, -25.93945, 5.51371], [3.86873, -26.70938, 4.45433], [10.85016, -29.05925, -0.79827], [11.58243, -27.58870, -0.14232], [10.55921, -26.56038, 0.34983], [9.47803, -26.04694, -0.94828], [12.20039, -27.13830, -0.91895], [12.24366, -27.87062, 0.67483], [11.14033, -25.73456, 0.75606], [10.03431, -27.04483, 1.17286], [8.94473, -22.82409, 2.10589], [8.09859, -24.39303, 2.10211], [6.76564, -24.28208, 2.85395], [6.93810, -23.59495, 4.47746], [8.71499, -25.10627, 2.64414], [7.92315, -24.66746, 1.06775], [6.29127, -25.25777, 2.90729], [6.11194, -23.59176, 2.32615], [11.30306, -25.46640, 3.84490], [12.32195, -24.00507, 3.70007], [13.73204, -24.25205, 4.19950], [14.69112, -25.13623, 2.96398], [11.79603, -23.25864, 4.29790], [12.33005, -23.55455, 2.70688], [13.64730, -24.84497, 5.10529], [14.21297, -23.29219, 4.35997], [9.31282, -19.01735, -1.82338], [8.44428, -20.48507, -2.25383], [7.82179, -21.14004, -1.04333], [6.44501, -20.17455, -0.39656], [9.10760, -21.21817, -2.72064], [7.72605, -20.24676, -3.03742], [8.51952, -21.15644, -0.21452], [7.46350, -22.12415, -1.33667]], "forces_ev_per_a": [[-0.1710, 0.0225, 0.2527], [-0.1491, 0.4717, -0.1461], [0.2355, -0.0865, 0.1379], [-0.0137, -0.2787, -0.0258], [0.0433, 0.0075, -0.1454], [0.1258, -0.0425, -0.2653], [-0.4232, -0.4675, 0.7057], [0.2531, 0.7902, -0.6234], [-0.0541, -0.1487, 0.0658], [0.0821, 0.1938, -0.1752], [0.0949, 0.0113, -0.0647], [0.0561, -0.2694, 0.1228], [-0.0521, -0.1568, 0.2143], [-0.0932, -0.1343, 0.0173], [0.1862, 0.7611, -0.2062], [1.0216, -1.2262, 0.3758], [-0.1008, 0.1892, 0.1326], [-0.0715, -0.1495, -0.0913], [-0.1354, -0.0206, 0.1125], [-0.2851, 0.2927, -0.1497], [-0.5157, 0.3376, -0.1694], [0.1933, -0.0076, -0.1624], [-0.6466, 0.0928, 1.0400], [0.2169, 0.4824, -0.8876], [0.0173, -0.2443, 0.3150], [0.2771, 0.0022, -0.3309], [0.0620, -0.1894, -0.0048], [-0.0021, -0.0372, 0.1099], [-0.1271, -0.1554, -0.0680], [0.1483, 0.0152, -0.4175], [-0.1626, 0.7792, 0.1769], [-0.7350, -0.0364, -0.3995], [-0.1231, 0.0464, 0.3313], [0.2888, -0.0964, 0.3242], [-0.1475, -0.6626, -0.2446], [0.5060, 0.0056, 0.0486], [0.1594, -0.0680, 0.1459], [0.2873, 0.2611, -0.0446], [-0.2499, -0.6498, -0.3827], [-0.2338, 0.6759, -0.1265], [0.0289, -0.2323, -0.2197], [0.3524, 0.2396, 0.2408], [-0.2168, 0.1537, 0.2861], [0.1542, -0.4296, -0.1093], [-0.0808, -0.0421, 0.3042]], "mulliken_charge": [-0.107, 0.324, -0.109, -0.106, -0.001, -0.175, -0.238, -0.401, -0.187, 0.396, 0.020, 0.321, 0.275, -0.186, -0.566, -0.106, -0.190, 0.341, 0.343, 0.115, 0.256, -0.215, -0.102, -0.139, -0.193, 0.144, 0.165, 0.265, 0.054, -0.195, -0.465, -0.449, -0.189, 0.323, 0.339, 0.326, 0.320, -0.183, -0.395, -0.352, -0.183, 0.313, 0.320, 0.161, 0.312], "total_charge": 0, "homo_lumo_gap_ha": 0.40305, "smiles": "ClC(Cl)(Cl)Cl.ClCCCl.ClCCCl.ClCCCl.ClCCCl.ClCCCl"}